{
  "formula": "C4H11O3",
  "method": "ωB97M-V/def2-TZVPD",
  "multiplicity": 1,
  "total_charge": -1,
  "symbols": ["C", "O", "C", "C", "C", "O", "H", "H", "H", "H", "H", "H", "H", "H", "H", "H", "H", "O"],
  "positions_angstrom": [[-2.24, -0.88, 2.25], [-1.63, -1.99, 2.69], [-1.45, -0.27, 1.06], [-0.05, -0.45, 0.99], [0.78, 0.04, -0.15], [2.40, -0.14, -2.48], [-3.20, -1.14, 1.75], [-2.45, -0.09, 2.99], [-2.10, 0.31, 0.41], [-0.83, -1.36, 0.68], [0.45, -0.72, 1.91], [1.66, -0.61, -0.23], [0.31, -0.15, -1.12], [1.08, 1.08, -0.11], [2.67, 0.22, -3.31], [1.08, 2.47, -2.93], [1.89, 1.32, -2.24], [1.63, 2.35, -2.16]]
}

{
  "formula": "C4H6N2O",
  "method": "ωB97M-V/def2-TZVPD",
  "multiplicity": 1,
  "symbols": ["C", "C", "C", "C", "N", "N", "O", "H", "H", "H", "H", "H", "H"],
  "positions_angstrom": [[2.19, 1.59, 0.60], [-2.38, -0.40, 0.67], [-2.09, 0.77, 0.27], [0.77, -1.15, -0.75], [1.67, 0.51, 0.52], [0.91, -0.46, 0.46], [-2.95, -1.38, 0.93], [3.09, 2.14, 0.67], [-2.43, 1.44, -0.52], [-1.05, 1.07, 0.54], [1.06, -0.53, -1.61], [1.39, -2.02, -0.81], [-0.20, -1.58, -0.98]]
}

{
  "formula": "C27H34F3N6O2PtSSi",
  "method": "ωB97M-V/def2-TZVPD",
  "multiplicity": 1,
  "total_charge": -1,
  "symbols": ["Pt", "C", "Si", "C", "C", "C", "C", "H", "H", "H", "H", "H", "H", "H", "H", "H", "N", "C", "C", "N", "C", "C", "N", "H", "H", "H", "H", "H", "F", "C", "F", "F", "C", "C", "C", "C", "C", "C", "C", "C", "H", "H", "H", "H", "O", "C", "C", "C", "C", "O", "N", "H", "H", "H", "H", "C", "C", "N", "C", "S", "N", "C", "C", "H", "H", "H", "H", "H", "H", "H", "H", "H", "H", "H", "H"],
  "positions_angstrom": [[-0.91, -0.72, -0.51], [-2.07, 0.61, 5.28], [-1.00, -0.66, 4.43], [-1.45, -2.32, 5.18], [0.78, -0.29, 4.87], [-1.18, -0.68, 2.66], [-1.16, -0.68, 1.44], [-1.96, 0.54, 6.37], [-3.13, 0.47, 5.03], [-1.79, 1.63, 4.97], [-1.44, -2.28, 6.27], [-0.74, -3.10, 4.85], [-2.45, -2.63, 4.85], [0.94, -0.27, 5.96], [1.06, 0.69, 4.46], [1.45, -1.04, 4.44], [0.01, -5.92, 1.06], [-0.81, -5.00, 0.41], [-0.33, -3.72, 0.10], [-1.06, -2.85, -0.53], [-2.30, -3.22, -0.88], [-2.75, -4.49, -0.58], [-2.02, -5.39, 0.07], [0.66, -5.52, 1.71], [-0.53, -6.68, 1.44], [0.68, -3.41, 0.36], [-2.91, -2.50, -1.40], [-3.76, -4.79, -0.86], [-4.69, 7.69, -2.52], [-4.72, 7.17, -1.28], [-4.35, 8.16, -0.44], [-6.02, 6.92, -0.99], [-3.87, 5.95, -1.13], [-3.78, 5.34, 0.11], [-3.07, 4.17, 0.26], [-2.42, 3.57, -0.84], [-2.48, 4.23, -2.07], [-3.20, 5.41, -2.22], [-1.79, 2.29, -0.71], [-1.27, 1.21, -0.60], [-4.30, 5.78, 0.96], [-3.00, 3.67, 1.22], [-1.97, 3.79, -2.92], [-3.25, 5.90, -3.18], [-2.70, -0.08, -3.29], [-1.59, -0.50, -3.53], [-1.09, -0.76, -4.94], [0.31, -1.33, -4.74], [0.42, -1.48, -3.23], [1.35, -2.08, -2.69], [-0.63, -0.89, -2.60], [-1.13, 0.16, -5.52], [-1.77, -1.47, -5.42], [1.10, -0.65, -5.06], [0.48, -2.29, -5.22], [4.99, 0.89, 2.26], [4.74, 1.36, 0.83], [4.58, 0.26, -0.10], [3.38, -0.36, -0.31], [1.92, 0.18, 0.31], [3.41, -1.47, -1.08], [4.56, -1.95, -1.83], [4.90, -1.10, -3.05], [5.06, 1.75, 2.94], [5.91, 0.31, 2.34], [4.15, 0.27, 2.59], [5.57, 1.97, 0.48], [3.83, 1.95, 0.79], [5.40, -0.32, -0.22], [2.50, -1.71, -1.48], [4.32, -2.96, -2.14], [5.43, -2.02, -1.16], [4.06, -1.11, -3.75], [5.78, -1.50, -3.56], [5.09, -0.07, -2.77]]
}

{
  "formula": "C39H43AuN5S",
  "method": "ωB97M-V/def2-TZVPD",
  "multiplicity": 1,
  "total_charge": 1,
  "symbols": ["Au", "S", "C", "C", "C", "C", "C", "C", "N", "C", "C", "C", "C", "C", "C", "C", "H", "H", "H", "H", "H", "H", "H", "H", "C", "C", "C", "C", "C", "C", "C", "C", "C", "C", "C", "C", "N", "C", "C", "C", "C", "C", "N", "C", "C", "C", "C", "H", "H", "H", "H", "H", "H", "H", "H", "H", "H", "H", "H", "H", "H", "H", "H", "H", "H", "H", "H", "H", "H", "H", "H", "H", "H", "H", "H", "H", "N", "C", "C", "C", "C", "C", "N", "H", "H", "H", "H", "H", "H"],
  "positions_angstrom": [[0.61, -0.13, 0.38], [4.86, -1.11, 1.35], [4.58, -1.69, -0.27], [5.50, -2.23, -1.17], [5.05, -2.54, -2.43], [3.71, -2.33, -2.80], [2.80, -1.82, -1.91], [3.24, -1.51, -0.62], [2.49, -0.99, 0.42], [3.21, -0.67, 1.47], [2.58, 0.16, 2.46], [3.18, 0.50, 3.67], [2.56, 1.41, 4.51], [1.35, 1.98, 4.12], [0.75, 1.65, 2.91], [1.35, 0.74, 2.07], [6.53, -2.38, -0.89], [5.74, -2.95, -3.16], [3.40, -2.56, -3.81], [1.76, -1.65, -2.18], [4.13, 0.06, 3.95], [3.01, 1.68, 5.45], [0.87, 2.70, 4.76], [-0.17, 2.13, 2.64], [2.71, 2.82, -0.31], [1.39, 3.12, -1.04], [1.19, 2.15, -2.19], [0.22, 3.42, -0.09], [0.21, 4.76, 0.31], [-0.78, 5.29, 1.10], [-1.80, 4.46, 1.52], [-1.83, 3.10, 1.21], [-2.99, 2.35, 1.87], [-2.61, 1.12, 2.70], [-4.15, 2.08, 0.90], [-0.81, 2.57, 0.39], [-0.87, 1.18, 0.03], [-1.74, 0.82, -1.04], [-1.38, -1.12, -1.80], [-1.80, -2.28, -2.58], [-1.41, -3.37, -1.91], [-0.58, -2.93, -0.79], [-0.43, -1.63, -0.84], [-0.08, -3.89, 0.28], [-0.12, -3.26, 1.68], [-0.99, -5.13, 0.30], [1.35, -4.37, -0.03], [3.50, 2.63, -1.04], [2.63, 1.94, 0.33], [3.01, 3.65, 0.32], [1.55, 4.09, -1.53], [1.21, 1.10, -1.89], [1.98, 2.30, -2.92], [0.23, 2.31, -2.69], [1.01, 5.40, -0.04], [-0.77, 6.34, 1.37], [-2.59, 4.87, 2.14], [-3.39, 3.06, 2.59], [-1.85, 0.51, 2.22], [-3.49, 0.49, 2.86], [-2.24, 1.42, 3.69], [-3.93, 1.29, 0.18], [-4.40, 2.98, 0.35], [-5.03, 1.76, 1.46], [-2.32, 1.70, -1.32], [-2.45, -2.22, -3.45], [-1.66, -4.39, -2.13], [-1.13, -2.97, 1.95], [0.53, -2.39, 1.76], [0.22, -3.99, 2.41], [-2.03, -4.86, 0.47], [-0.68, -5.77, 1.12], [-0.91, -5.71, -0.61], [2.07, -3.57, 0.07], [1.42, -4.77, -1.04], [1.61, -5.16, 0.67], [-2.97, -1.04, 0.30], [-2.60, -0.48, -0.94], [-3.83, -0.33, -1.81], [-3.90, 0.17, -3.04], [-2.79, 0.63, -3.88], [-1.50, 0.62, -3.52], [-1.03, 0.22, -2.24], [-3.66, -1.77, 0.23], [-2.20, -1.31, 0.89], [-4.75, -0.64, -1.33], [-4.88, 0.23, -3.49], [-3.04, 0.98, -4.87], [-0.74, 0.95, -4.22]]
}

{
  "formula": "C7H10NO2S",
  "method": "ωB97M-V/def2-TZVPD",
  "multiplicity": 1,
  "total_charge": -1,
  "smiles": "CC1=C([O-])N[C@@](C)(CS)C1=O",
  "symbols": ["C", "C", "C", "O", "N", "C", "C", "C", "S", "C", "O", "H", "H", "H", "H", "H", "H", "H", "H", "H", "H"],
  "positions_angstrom": [[-2.73, 0.51, 1.15], [-1.34, 0.37, 0.68], [-0.99, 1.13, -0.45], [-1.77, 1.96, -0.94], [0.28, 0.80, -0.97], [0.80, -0.35, -0.40], [0.69, -1.64, -1.19], [2.25, -0.22, 0.02], [2.60, 1.27, 1.00], [-0.36, -0.49, 1.07], [-0.14, -1.31, 1.95], [-2.89, 1.28, 1.97], [-3.22, -0.42, 1.42], [-3.16, 0.93, 0.33], [0.78, 1.42, -1.56], [-0.22, -1.65, -1.77], [0.94, -2.53, -0.65], [1.53, -1.38, -1.87], [2.87, -0.39, -0.89], [2.57, -1.07, 0.59], [1.50, 1.78, 0.52]]
}

{
  "formula": "C2H6O4P",
  "method": "ωB97M-V/def2-TZVPD",
  "multiplicity": 1,
  "total_charge": 1,
  "symbols": ["C", "C", "O", "O", "O", "O", "P", "H", "H", "H", "H", "H", "H"],
  "positions_angstrom": [[-1.51, -0.05, -0.69], [-1.20, -0.19, 0.77], [-0.22, -0.14, -1.35], [0.21, 0.21, 1.04], [2.47, 1.31, 0.05], [1.82, -1.30, -0.37], [0.93, -0.07, -0.30], [-2.11, -0.91, -1.12], [-1.97, 0.83, -1.02], [-1.95, 0.36, 1.58], [-1.37, -1.17, 1.22], [2.28, 2.29, 0.06], [2.63, -1.18, 0.14]]
}

Number 1: frontier orbital gap 0.2500 Eh. Number 2: frontier orbital gap 0.3442 Eh. Number 3: frontier orbital gap 0.2524 Eh. Number 4: frontier orbital gap 0.2660 Eh. Number 5: frontier orbital gap 0.2494 Eh. Number 6: frontier orbital gap 0.3855 Eh.